11
Properties=species:S:1:pos:R:3:forces:R:3 method="wB97M-V/def2-TZVPD" lumo_ev=0.617 e_above_lowest_ev=2.6105 gap_ev=9.967 molar_mass_g_mol=96.1
C -0.43172 -1.81613 0.63069 0.3570 -0.0677 0.4148
C -0.28996 -0.70564 -1.47062 0.5618 -0.0440 -0.7123
C 0.68173 1.82273 1.36691 -0.0813 0.1813 0.5360
C -0.99352 -1.32634 -0.55440 -0.8694 0.0794 0.0355
N -0.00914 -2.21715 1.62028 0.1485 -0.1126 0.3107
N 0.37281 -0.36945 -2.41333 -0.0075 -0.2190 -0.0788
O 0.74312 1.55095 0.20432 0.0397 -0.1078 -0.3891
H 1.23144 1.26950 2.14437 0.0986 -0.1673 -0.0872
H 0.06301 2.65584 1.74382 -0.0619 0.0525 -0.1024
H -2.06110 -1.43086 -0.66813 -0.0953 0.0956 -0.1692
H 0.69333 0.56656 -2.60391 -0.0902 0.3098 0.2421